Entry from OMol25: a single C6H9N molecule (ωB97M-V/def2-TZVPD).

Each line ends with the Mulliken charge.
Element x y z (Å)
C 0.6173 1.0644 -0.3525  0.160
C 0.1597 0.6797 -1.7380  -0.567
H -0.3551 1.1419 1.6519  0.356
C -1.7802 -0.9355 1.6018  -0.690
C -0.3856 0.6398 0.6744  -0.329
H -1.2784 -1.9015 1.7260  0.253
H 1.8524 -0.8077 0.2371  0.259
H 1.0066 2.0673 -0.1366  0.418
H -0.6625 1.0473 -2.3421  0.388
C 1.7204 -0.0503 -0.5510  -0.737
N -1.1547 -0.3389 0.4518  -0.313
H 1.0754 -1.1479 -2.5761  0.385
C 0.9681 -0.3733 -1.8246  -0.357
H -1.6336 -0.3641 2.5327  0.300
H 2.6937 0.3926 -0.7781  0.244
H -2.8435 -1.1139 1.4233  0.232

Results
Largest force on an atom, hartree/bohr: 0.01066
SMILES string: C/N=C/[C@@H]1C=CC1
Calculated total energy, a.u.: -288.68563
Highest occupied orbital energy, hartree: -0.3377
Relative energy (zero: lowest compared OMol25 entry of this formula, charge and spin), kcal/mol: 60.5
Total charge: 0
Frontier orbital gap, hartree: 0.382